Record 1
Molecular formula: C5H11N
Method: DFT, the ωB97M-V functional and the def2-TZVPD basis

## Properties
relative energy (zero: lowest compared OMol25 entry of this formula, charge and spin)	197.1	kJ/mol
structure (SMILES)	C=CC.C=NC
HOMO level	-9.6	eV

Geometry (Å):
1 C 1.17568 -0.15204 -1.64583
2 C 1.60892 -0.81458 -0.34807
3 C 1.17009 -2.01227 0.08243
4 H 0.44383 -0.78357 -2.21003
5 H 2.03261 0.04938 -2.24136
6 H 0.67860 0.78185 -1.42899
7 H 2.30592 -0.27159 0.26641
8 H 1.51924 -2.42475 1.05480
9 H 0.40784 -2.62951 -0.50695
10 C -2.08693 1.10820 0.09240
11 C -0.51385 1.07030 1.81472
12 N -1.06908 1.77902 0.87244
13 H -1.71220 0.25574 -0.44718
14 H -2.90297 0.74751 0.73402
15 H -2.50781 1.84989 -0.56736
16 H 0.34002 1.41522 2.37468
17 H -0.88992 0.03122 2.10386

Cartesian forces (eV/Å) of the 6 atoms listed first:
-1.013 -1.192 0.800
-1.057 -1.173 -0.393
-0.440 -0.065 -0.298
0.728 0.377 0.426
0.682 0.211 -0.710
-0.090 0.450 0.079


Record 2
Molecular formula: C5H11N
Method: DFT, the ωB97M-V functional and the def2-TZVPD basis

## Properties
relative energy (zero: lowest compared OMol25 entry of this formula, charge and spin)	116.5	kJ/mol
structure (SMILES)	CCN1C[C@H]1C
HOMO level	-8.9	eV

Geometry (Å):
1 C 0.97137 0.08786 -1.89400
2 C 1.22734 0.77854 -0.55836
3 N 0.06437 0.70212 0.31015
4 C 0.19821 0.32125 1.69927
5 C -0.48505 -0.56914 0.72403
6 C -1.98707 -0.66499 0.61104
7 H 1.64662 0.45892 -2.67074
8 H 1.11374 -0.99516 -1.82386
9 H -0.05494 0.27464 -2.22396
10 H 2.13578 0.36417 -0.09010
11 H 1.41374 1.84539 -0.72568
12 H 1.17678 -0.00515 2.05992
13 H -0.37692 0.91300 2.40956
14 H 0.06848 -1.47646 0.46314
15 H -2.40895 -1.42970 1.27036
16 H -2.26829 -0.90795 -0.42011
17 H -2.43522 0.30267 0.85935

Cartesian forces (eV/Å) of the 6 atoms listed first:
-0.043 -0.049 -0.078
0.201 0.026 -0.067
-0.028 0.116 -0.123
0.015 0.071 0.257
-0.095 -0.173 -0.111
-0.035 -0.036 0.027


Record 3
Molecular formula: C5H11N
Method: DFT, the ωB97M-V functional and the def2-TZVPD basis

## Properties
relative energy (zero: lowest compared OMol25 entry of this formula, charge and spin)	62.2	kJ/mol
structure (SMILES)	CN1CCCC1
HOMO level	-8.4	eV

Geometry (Å):
1 C 0.42016 -1.01230 0.33517
2 N 0.15406 -0.10479 -0.82965
3 C -0.62479 -0.80497 -1.82712
4 C -0.42185 1.11625 -0.25092
5 C 0.08487 1.17411 1.22485
6 C 0.98661 -0.06925 1.34269
7 H 1.14046 -1.76109 0.00573
8 H -0.50982 -1.47513 0.71512
9 H -0.35503 -1.85788 -1.91655
10 H -0.50065 -0.34283 -2.80952
11 H -1.71653 -0.81179 -1.62846
12 H -1.52664 0.97242 -0.21768
13 H -0.07713 1.95475 -0.83120
14 H -0.79473 1.24468 1.85382
15 H 0.76035 2.02737 1.36950
16 H 2.03312 0.17526 1.08294
17 H 0.94755 -0.42481 2.38128

Cartesian forces (eV/Å) of the 6 atoms listed first:
-0.049 0.480 -1.018
0.424 -1.380 1.176
-0.680 0.470 -0.503
-0.367 -1.146 0.417
1.040 0.522 -1.482
-0.125 0.276 1.194


Record 4
Molecular formula: C5H11N
Method: DFT, the ωB97M-V functional and the def2-TZVPD basis

## Properties
relative energy (zero: lowest compared OMol25 entry of this formula, charge and spin)	292.6	kJ/mol
structure (SMILES)	C=NCC(C)C
HOMO level	-8.6	eV

Geometry (Å):
1 C -0.15063 -0.25539 -1.77440
2 C 0.27315 -0.53847 -0.33601
3 C -0.10328 -1.90988 0.13987
4 N 0.37527 1.65438 0.14642
5 C -0.27649 0.44165 0.68491
6 C 0.35399 2.39698 1.16827
7 H -1.20629 0.03419 -1.81819
8 H 0.43350 0.54627 -2.23958
9 H -0.01519 -1.16610 -2.36770
10 H 1.36376 -0.38994 -0.27352
11 H -1.19526 -1.98967 0.12678
12 H 0.24753 -2.05326 1.16879
13 H 0.33626 -2.66806 -0.50480
14 H 0.23237 0.14270 1.62692
15 H -1.35276 0.47890 0.95340
16 H -0.57699 2.59227 1.70476
17 H 1.30012 2.66303 1.62100

Cartesian forces (eV/Å) of the 6 atoms listed first:
-0.114 -0.046 -0.015
-0.230 -0.476 0.077
-0.062 -0.469 -0.042
0.623 0.504 1.325
-0.074 -0.764 -0.843
0.418 0.853 0.070


Record 5
Molecular formula: C5H11N
Method: DFT, the ωB97M-V functional and the def2-TZVPD basis

## Properties
relative energy (zero: lowest compared OMol25 entry of this formula, charge and spin)	33.2	kJ/mol
structure (SMILES)	C=C(N)CCC
HOMO level	-8.2	eV

Geometry (Å):
1 C -2.44110 0.58473 0.05493
2 C -1.06429 0.16982 0.54794
3 C -0.04108 0.09571 -0.58972
4 C 1.32031 -0.34775 -0.10362
5 C 1.86983 -1.49432 -0.51541
6 N 1.93503 0.53999 0.78062
7 H -2.82375 -0.18561 -0.60459
8 H -2.38660 1.53568 -0.48099
9 H -3.14602 0.76090 0.86622
10 H -0.65819 0.79875 1.33620
11 H -1.08911 -0.84477 0.95364
12 H -0.37976 -0.60423 -1.34805
13 H 0.10726 1.05275 -1.10119
14 H 1.33665 -2.13637 -1.19487
15 H 2.82786 -1.83629 -0.15168
16 H 1.70463 1.51431 0.67071
17 H 2.92831 0.39671 0.87986

Cartesian forces (eV/Å) of the 6 atoms listed first:
0.259 0.458 0.286
0.383 -0.338 -0.300
0.490 0.015 0.124
-0.107 0.057 -0.538
-0.066 0.128 0.306
0.133 -0.260 0.143


Record 6
Molecular formula: C5H11N
Method: DFT, the ωB97M-V functional and the def2-TZVPD basis

## Properties
relative energy (zero: lowest compared OMol25 entry of this formula, charge and spin)	492.7	kJ/mol
HOMO level	-8.7	eV

Geometry (Å):
1 C 1.31875 0.88110 0.51690
2 C 0.34953 0.70514 -0.49074
3 C -0.61481 1.78937 -0.74081
4 N -0.94413 -0.63515 -0.06256
5 C -0.60248 -1.99784 -0.50787
6 C -0.59911 -1.58175 0.86533
7 H 0.62952 0.40725 1.64988
8 H 2.20695 0.25062 0.61493
9 H 1.59733 1.82908 0.96519
10 H 0.77439 0.24766 -1.38001
11 H -1.04498 2.15757 0.19874
12 H -1.41960 1.37937 -1.36016
13 H -0.13918 2.64060 -1.24083
14 H 0.39220 -2.00889 -0.96042
15 H -1.37498 -2.71253 -0.75544
16 H -1.14946 -1.90153 1.72767
17 H 0.71454 -1.46347 1.17064

Cartesian forces (eV/Å) of the 6 atoms listed first:
-0.320 -1.821 6.693
-2.539 -2.543 -1.106
-0.584 0.685 -0.325
0.326 2.550 -1.576
0.346 -0.072 -0.650
6.469 0.291 2.790


Record 7
Molecular formula: C5H11N
Method: DFT, the ωB97M-V functional and the def2-TZVPD basis

## Properties
relative energy (zero: lowest compared OMol25 entry of this formula, charge and spin)	165.7	kJ/mol
structure (SMILES)	CC(C)=C(C)N
HOMO level	-7.2	eV

Geometry (Å):
1 C 0.83194 -0.88653 -1.62498
2 N -0.10923 -1.45243 1.27996
3 C -0.18135 -0.13484 0.66821
4 C -0.05250 -0.00657 -0.74520
5 C -0.48089 1.25295 -1.21455
6 C -0.20484 1.06731 1.59806
7 H 0.94798 -1.81465 -1.15776
8 H 0.25821 -0.92562 -2.58550
9 H 1.83606 -0.44003 -1.79789
10 H 0.64572 -2.02609 0.81886
11 H 0.12729 -1.42332 2.26096
12 H -0.66704 1.17936 -2.26446
13 H -1.42254 1.62520 -0.73216
14 H 0.19278 2.00564 -1.13989
15 H 0.28384 0.93015 2.54118
16 H -1.24161 1.38288 1.90216
17 H 0.32972 1.91959 1.10549

Cartesian forces (eV/Å) of the 6 atoms listed first:
-1.807 1.889 -0.716
1.585 0.304 -0.991
1.286 -1.637 -2.464
1.359 -1.804 5.633
-3.379 0.889 -1.219
-1.548 0.822 -0.943


Record 8
Molecular formula: C5H11N
Method: DFT, the ωB97M-V functional and the def2-TZVPD basis

## Properties
relative energy (zero: lowest compared OMol25 entry of this formula, charge and spin)	570.5	kJ/mol
HOMO level	-7.2	eV

Geometry (Å):
1 C 1.87938 0.43224 -0.22811
2 C 1.25411 0.24314 1.10271
3 C -0.29460 0.40437 0.99824
4 C -0.77361 -0.54374 -0.13914
5 C -0.25033 -0.13654 -1.47315
6 N -2.16236 -0.44393 -0.07636
7 H 2.83140 -0.05523 -0.37863
8 H 2.09425 1.47578 -0.43463
9 H 0.90714 0.22374 -1.09394
10 H 1.35569 -0.71744 1.61269
11 H 1.58732 0.99026 1.83934
12 H -0.79185 0.13828 1.90903
13 H -0.51050 1.44422 0.73455
14 H -0.97196 0.53729 -1.94670
15 H -0.09265 -0.95916 -2.15595
16 H -2.72008 -0.89387 -0.77856
17 H -0.43603 -1.56747 0.12790

Cartesian forces (eV/Å) of the 6 atoms listed first:
0.721 0.714 0.017
-1.703 0.123 1.221
1.581 0.085 -1.353
-0.605 -0.199 2.008
-3.125 -1.138 -0.052
-0.524 0.880 -0.165


Record 9
Molecular formula: C5H11N
Method: DFT, the ωB97M-V functional and the def2-TZVPD basis

## Properties
relative energy (zero: lowest compared OMol25 entry of this formula, charge and spin)	411.3	kJ/mol
HOMO level	-9.4	eV

Geometry (Å):
1 C -0.18600 -1.74675 -0.33459
2 C -0.64907 -0.26110 -0.49987
3 C 0.47867 0.83759 -0.49512
4 C 1.28651 0.67086 0.77863
5 C 0.88528 1.33685 1.86466
6 N -1.98218 -0.40313 -1.37915
7 H -0.70848 -2.37064 -1.05726
8 H -0.33931 -2.15042 0.66118
9 H 0.89357 -1.82920 -0.49722
10 H -1.08169 -0.06862 0.48979
11 H 1.14520 0.75748 -1.36076
12 H -0.08004 1.77049 -0.59436
13 H 2.17935 0.06226 0.83230
14 H 1.45115 1.40704 2.78708
15 H -0.07404 1.83890 1.87449
16 H -2.33810 0.55306 -1.28361
17 H -0.88082 -0.40466 -1.78619

Cartesian forces (eV/Å) of the 6 atoms listed first:
1.076 0.531 -0.448
-0.850 -1.791 5.804
-0.513 -1.378 -1.188
-0.865 1.357 0.533
0.245 -0.344 -0.076
4.342 0.599 -0.585


Record 10
Molecular formula: C5H11N
Method: DFT, the ωB97M-V functional and the def2-TZVPD basis

## Properties
relative energy (zero: lowest compared OMol25 entry of this formula, charge and spin)	505.0	kJ/mol
HOMO level	-8.0	eV

Geometry (Å):
1 C -0.71896 2.09999 1.25639
2 C 0.30776 1.09793 0.72276
3 C -0.41441 -0.06671 0.05917
4 N 1.16237 -0.54297 -0.91838
5 C 0.08852 -1.72772 -0.47834
6 C 0.98568 -1.69061 -1.68347
7 H -1.38565 2.43668 0.45257
8 H -0.21987 2.98690 1.65985
9 H -1.34368 1.67691 2.05180
10 H 0.96290 1.57438 -0.00760
11 H 0.94410 0.72671 1.53440
12 H -1.07054 0.27510 -0.74326
13 H -1.04399 -0.51938 0.84240
14 H 0.40918 -2.35135 0.35117
15 H -0.94082 -1.89021 -0.80297
16 H 1.77337 -2.44891 -1.62247
17 H 0.50404 -1.63675 -2.67402

Cartesian forces (eV/Å) of the 6 atoms listed first:
-0.062 0.033 0.035
0.062 -0.022 -0.039
-0.255 0.274 0.191
0.141 0.047 -0.211
-0.226 -0.404 0.089
0.091 -0.117 -0.096


Record 11
Molecular formula: C5H11N
Method: DFT, the ωB97M-V functional and the def2-TZVPD basis

## Properties
relative energy (zero: lowest compared OMol25 entry of this formula, charge and spin)	377.1	kJ/mol
HOMO level	-7.1	eV

Geometry (Å):
1 C 1.80900 -1.03164 -0.10923
2 C 1.30331 0.37618 -0.18281
3 N 0.19612 0.68571 -0.76981
4 C -0.78162 0.10823 -1.68142
5 C -0.82954 1.48818 -1.12448
6 C -1.36912 -0.07810 1.89598
7 H 1.95631 -1.34685 0.93256
8 H 1.10404 -1.72882 -0.57504
9 H 2.77494 -1.13045 -0.61858
10 H -1.04559 -0.99707 1.41557
11 H 1.83003 1.17385 0.33532
12 H -0.38945 -0.13835 -2.67559
13 H -1.42613 -0.66117 -1.24908
14 H -0.71289 2.44127 -1.62574
15 H -1.84581 0.56966 1.15760
16 H -0.49601 0.44213 2.29320
17 H -2.06670 -0.31341 2.70035

Cartesian forces (eV/Å) of the 6 atoms listed first:
-0.012 -0.015 -0.078
-0.192 0.000 -0.033
0.204 0.090 -0.016
-0.051 -0.308 0.009
0.090 0.040 0.043
-0.073 0.174 0.039


Record 12
Molecular formula: C5H11N
Method: DFT, the ωB97M-V functional and the def2-TZVPD basis

## Properties
relative energy (zero: lowest compared OMol25 entry of this formula, charge and spin)	115.6	kJ/mol
structure (SMILES)	CC[C@H]1CN1C
HOMO level	-9.1	eV

Geometry (Å):
1 C -1.64976 -1.71826 -0.75456
2 C -0.65140 -0.61345 -1.09557
3 C 0.00732 -0.03321 0.13716
4 C 1.44430 -0.23414 0.46442
5 N 0.96466 1.03763 -0.04547
6 C 0.88876 2.12390 0.91381
7 H -1.17858 -2.51511 -0.16775
8 H -2.48588 -1.32279 -0.16494
9 H -2.06652 -2.16597 -1.66226
10 H 0.12368 -0.99709 -1.77047
11 H -1.16128 0.19399 -1.63623
12 H -0.65571 0.06612 1.00293
13 H 2.08229 -0.79984 -0.21331
14 H 1.72993 -0.29177 1.51606
15 H 0.13277 2.84304 0.58166
16 H 1.85320 2.63948 0.96257
17 H 0.62222 1.78748 1.93194

Cartesian forces (eV/Å) of the 6 atoms listed first:
-0.034 -0.040 0.033
0.044 0.015 -0.050
-0.209 -0.072 -0.009
0.183 -0.188 0.099
-0.007 0.078 -0.021
0.001 0.146 0.097


HOMO level of number 10 (C5H11N)?
-8.0 eV